C3H13NO2 | wB97M-V/def2-TZVPD

Structure (XYZ):
```
19
Properties=species:S:1:pos:R:3:forces:R:3:mulliken_charge:R:1
O -0.081873 -3.663133 -1.871819 -0.089 0.490 0.217 -0.652
O -1.597888 -1.729999 0.320543 0.523 -1.025 -0.845 -0.617
N 0.489472 0.897859 0.762446 -0.167 2.293 0.567 -0.295
C 0.369590 2.319610 0.332254 0.218 -0.906 -0.496 -0.383
C 1.696897 0.586723 1.505166 -0.253 -2.416 -0.558 -0.958
C -0.686070 2.335098 -0.771071 1.244 0.407 -0.246 -0.908
H -1.833169 -2.078061 1.186936 -0.195 0.875 -0.108 0.294
H 1.832062 1.003011 2.489319 -0.331 0.778 0.115 0.323
H 1.497209 -0.494487 1.701987 0.956 0.462 0.038 0.303
H 0.543705 0.379318 -0.097359 -0.072 -0.365 -0.209 0.202
H 2.613223 0.689503 0.895801 -0.110 0.104 0.374 0.322
H -1.817922 -0.814883 0.140944 -0.216 0.039 0.884 0.319
H -1.401632 1.532311 -0.542596 -0.200 0.686 -0.302 0.142
H 1.332298 2.679986 -0.056881 0.011 0.045 -0.074 0.286
H -0.148012 2.140135 -1.717525 -0.618 -0.190 0.205 0.272
H 0.552977 -2.974221 -2.097929 0.093 -0.200 -0.127 0.308
H 0.100004 3.032004 1.103587 -0.137 -0.433 0.679 0.358
H -1.066853 3.358151 -0.841253 -0.597 -0.439 -0.123 0.349
H -0.664575 -3.188868 -1.257880 -0.059 -0.206 0.010 0.335
```
Positions in Å, forces in eV/Å.

Values from the calculation:
**Frontier orbital gap**: 0.361 hartree
**SMILES**: CCNC.O.O
**Energy**: -8906.162 eV

C3H13NO2 | wB97M-V/def2-TZVPD

Structure (XYZ):
```
19
Properties=species:S:1:pos:R:3:forces:R:3:mulliken_charge:R:1
O 1.604460 -2.067092 0.133928 0.684 0.216 -1.629 -0.624
O 5.656973 -1.424578 1.074127 -1.405 -1.499 -0.579 -0.649
N -1.538036 0.041675 -0.092991 -0.763 0.453 0.267 -0.231
C -1.350153 1.478921 -0.107903 -0.901 2.708 0.094 -0.329
C -0.155009 1.934027 -1.028636 -1.060 -1.092 -0.538 -0.942
C -2.925332 -0.331856 0.396592 2.682 -3.062 -1.617 -0.947
H -3.700842 -0.077340 -0.292657 -0.670 0.635 -0.223 0.335
H -2.959581 -1.470974 0.520050 0.094 1.411 -0.363 0.278
H -0.339099 2.998609 -1.364007 0.625 -1.310 0.390 0.286
H 0.882029 1.706909 -0.689694 -0.869 0.526 0.227 0.269
H -2.318236 2.144268 -0.563755 2.086 -1.918 1.149 0.218
H 0.730698 -2.164349 0.459730 -1.318 -0.116 1.078 0.310
H -3.019246 0.004912 1.380981 -0.417 1.076 1.290 0.360
H 1.388347 -1.897122 -0.805931 0.666 -0.049 0.575 0.307
H 4.970983 -2.143613 0.904316 1.296 1.500 0.289 0.331
H -0.297492 1.220623 -1.894961 0.299 1.155 0.240 0.241
H 5.829188 -1.499709 2.012588 0.070 0.018 0.279 0.315
H -1.227315 1.849165 0.966307 -0.177 -0.396 -1.362 0.276
H -1.232340 -0.302475 -1.008083 -0.922 -0.257 0.434 0.198
```
Positions in Å, forces in eV/Å.

Values from the calculation:
**Frontier orbital gap**: 0.358 hartree
**SMILES**: CCNC.O.O
**Energy**: -8905.560 eV

What is the formula in the second record? C3H13NO2

What is the frontier orbital gap in the second record? 0.358 hartree

The lowest energy belongs to which entry? number 1

energy of number 1 (C3H13NO2)? -8906.162 eV